Record 1
# C25H32BrInN2O2S4Si

A molecular structure, C25H32BrInN2O2S4Si (ωB97M-V/def2-TZVPD, the Open Molecules 2025 dataset).

Summary:
**ΔE to the lowest compared entry with this formula, charge and spin**: 55.7 kJ/mol
**Frontier orbital gap**: 5.82 eV
**F_max**: 0.630 eV/Å
**Charge**: -2
**E_LUMO**: 0.153 Eh

Last column: Mulliken charge in e.
Atoms and positions in Å:
In1 0.0598 0.5519 -0.1802  0.832
C1 1.6051 -3.1215 0.2162  -1.042
C2 0.2598 -3.3176 0.9766  -0.898
N1 -0.0701 -2.1968 1.8250  0.514
C3 0.4391 -2.1898 3.1741  -0.726
C4 1.9574 -2.0363 3.2845  -0.743
S1 2.6598 -0.5218 2.5345  -0.018
C5 3.7458 -1.2274 1.2490  -0.884
C6 3.1691 -1.2614 -0.1689  -0.643
N2 1.8089 -1.7538 -0.2188  0.882
H1 1.6318 -3.8202 -0.6310  0.396
H2 2.4187 -3.4145 0.8828  0.440
H3 0.3200 -4.2561 1.5542  0.276
H4 -0.5392 -3.4353 0.2413  0.282
H5 -1.0617 -2.0022 1.8282  0.099
H6 0.1632 -3.1043 3.7376  0.358
H7 -0.0200 -1.3335 3.6666  0.104
H8 2.4778 -2.8877 2.8452  0.297
H9 2.2084 -1.9945 4.3460  0.529
H10 4.0185 -2.2252 1.5982  0.406
H11 4.6535 -0.6231 1.2452  0.475
H12 3.8708 -1.8450 -0.7902  0.392
H13 3.1415 -0.2481 -0.5721  0.134
H14 1.4657 -1.5969 -1.1726  -0.157
S2 1.4149 5.0495 -0.7082  -0.442
C7 0.8820 3.4663 -0.6768  0.125
S3 2.0067 2.1926 -0.2823  -0.316
S4 -0.7335 3.0191 -1.0238  -0.383
Br1 0.5524 -1.4974 -6.9349  -0.207
C8 0.4759 0.1981 -6.0617  -0.164
C9 -0.0484 1.2370 -6.8197  -0.507
C10 -0.1889 2.4950 -6.2561  -0.400
C11 0.1836 2.7077 -4.9375  -0.609
C12 0.6944 1.6615 -4.1907  0.288
C13 0.8616 0.3876 -4.7343  0.357
C14 1.4157 -0.6941 -3.7890  0.178
O1 2.1503 -1.5773 -4.2465  -0.768
O2 1.0984 -0.4974 -2.5833  -0.853
H15 -0.3492 1.0507 -7.8422  0.368
H16 -0.5996 3.3033 -6.8504  0.347
H17 0.0617 3.6815 -4.4792  0.404
H18 0.9690 1.8166 -3.1538  0.134
C15 -1.5185 -2.2512 -2.5621  -1.044
Si1 -1.8100 -0.7743 -1.3935  0.762
C16 -3.0867 -1.4184 -0.1026  -1.247
C17 -2.8240 0.4550 -2.4353  -1.119
H19 -2.4668 -2.7388 -2.8098  0.444
H20 -0.8486 -3.0003 -2.1305  0.206
H21 -1.0598 -1.9071 -3.4900  0.199
H22 -4.0692 -1.5556 -0.5649  0.404
H23 -3.1952 -0.6892 0.7066  0.281
H24 -2.7938 -2.3755 0.3422  0.284
H25 -3.7551 0.0067 -2.7966  0.378
H26 -2.2432 0.7970 -3.2950  0.192
H27 -3.0719 1.3357 -1.8373  0.235
C18 -0.6566 1.1212 1.8726  -1.053
C19 -0.9153 1.6548 2.9367  -0.024
C20 -1.2179 2.2833 4.1811  0.441
C21 -1.0326 1.6109 5.3963  -0.316
C22 -1.3046 2.2363 6.6018  -0.528
C23 -1.7654 3.5460 6.6252  -0.372
C24 -1.9601 4.2215 5.4271  -0.453
C25 -1.6956 3.5998 4.2184  -0.444
H28 -0.6648 0.5927 5.3802  0.369
H29 -1.1537 1.7042 7.5344  0.354
H30 -1.9637 4.0358 7.5715  0.350
H31 -2.3147 5.2456 5.4389  0.348
H32 -1.8427 4.1247 3.2837  0.493

Atomic forces in eV per Å
In -0.5 0.4 0.1
C -0.2 0.1 0.2
C 0.3 0.2 -0.1
N -0.2 -0.1 0.1
C 0.1 0.1 -0.2
C 0.0 0.2 -0.1
S 0.0 -0.1 -0.1
C -0.2 0.1 0.1
C 0.0 0.0 0.2
N -0.1 0.0 -0.2
H 0.0 -0.1 0.0
H 0.0 0.0 -0.1
H 0.0 -0.1 -0.1
H 0.0 0.1 0.0
H 0.1 0.1 -0.1
H 0.0 0.0 0.0
H -0.1 0.0 0.1
H 0.0 0.0 0.1
H 0.0 -0.1 0.0
H 0.1 0.0 -0.1
H 0.0 0.0 0.0
H 0.0 0.0 0.0
H 0.1 0.0 -0.1
H 0.1 0.0 -0.1
S 0.1 0.1 0.0
C 0.0 0.3 0.0
S -0.2 -0.6 0.0
S 0.0 -0.3 0.0
Br 0.0 0.0 0.1
C 0.0 0.2 0.2
C 0.0 0.0 0.0
C 0.0 0.0 -0.1
C 0.0 0.1 0.0
C 0.0 0.1 0.0
C -0.1 -0.3 -0.1
C 0.4 0.3 0.0
O -0.2 0.0 -0.1
O -0.1 -0.2 -0.1
H 0.0 0.0 0.0
H 0.0 0.0 0.0
H 0.0 0.0 0.0
H 0.0 0.0 -0.1
C 0.2 0.1 0.2
Si -0.4 -0.2 -0.1
C 0.2 0.2 0.0
C 0.2 0.0 0.2
H -0.1 0.0 0.1
H 0.0 0.0 0.0
H 0.0 0.0 0.0
H 0.0 0.0 0.0
H 0.0 0.0 0.0
H 0.0 0.0 0.0
H 0.0 -0.1 0.0
H 0.0 0.0 0.0
H 0.0 0.0 0.0
C 0.3 -0.1 -0.1
C -0.1 -0.3 -0.1
C 0.0 0.0 0.1
C 0.0 0.0 0.0
C 0.0 0.0 0.0
C 0.0 0.0 0.1
C 0.0 0.0 0.0
C 0.0 0.0 0.0
H 0.0 0.0 0.0
H 0.0 0.0 0.0
H 0.0 0.0 0.0
H 0.0 0.0 0.0
H 0.0 0.0 0.0

---

Record 2
# C25H32Cl2IrN5O3S2

A molecular structure, C25H32Cl2IrN5O3S2 (ωB97M-V/def2-TZVPD, the Open Molecules 2025 dataset).

Summary:
**ΔE to the lowest compared entry with this formula, charge and spin**: 37.5 kJ/mol
**Spin multiplicity**: 2
**Frontier orbital gap (alpha / beta)**: 7.49 / 5.76 eV
**F_max**: 1.441 eV/Å
**Charge**: +1
**E_LUMO (alpha / beta)**: -0.133 / -0.202 Eh
**<S²>**: 0.76

Last column: Mulliken charge in e.
Atoms and positions in Å:
Ir1 0.3298 0.2170 0.5510  1.036
C1 -0.2139 -4.1709 0.3855  -1.733
C2 0.1862 -2.8083 0.8548  1.329
N1 0.3043 -1.8071 0.0083  0.607
N2 0.2810 -2.1755 -1.3165  -0.830
C3 0.7229 -1.2529 -2.0855  0.189
S1 1.2403 0.2951 -1.4653  -0.464
S2 0.9691 -1.5473 -3.7974  -0.096
C4 -0.2156 -0.3272 -4.4778  -1.102
C5 -1.6193 -0.8404 -4.3477  0.345
C6 -2.3777 -0.5244 -3.2270  0.455
C7 -3.6494 -1.0531 -3.0554  -0.797
C8 -4.1794 -1.8971 -4.0199  -0.584
C9 -3.4300 -2.2168 -5.1438  -0.629
C10 -2.1548 -1.6984 -5.3028  -0.532
C11 0.5517 -2.6343 2.2411  0.380
C12 0.3096 -3.6754 3.1667  -0.828
C13 0.7656 -3.6162 4.4555  -1.019
C14 1.5183 -2.5101 4.8749  -0.618
C15 1.7787 -1.4783 4.0118  -0.723
C16 1.2937 -1.5094 2.6921  0.929
O1 1.5759 -0.4569 1.9420  -0.554
H1 -0.4480 -4.1843 -0.6699  0.337
H2 -1.0929 -4.4731 0.9570  0.392
H3 0.5775 -4.8909 0.5939  0.414
H4 0.0839 -0.1978 -5.5170  0.556
H5 -0.0693 0.6251 -3.9689  0.316
H6 -1.9457 0.1220 -2.4724  0.399
H7 -4.2206 -0.8175 -2.1662  0.444
H8 -5.1725 -2.3081 -3.8964  0.412
H9 -3.8384 -2.8787 -5.8958  0.390
H10 -1.5696 -1.9640 -6.1755  0.417
H11 -0.2504 -4.5438 2.8545  0.367
H12 0.5526 -4.4228 5.1427  0.440
H13 1.8958 -2.4664 5.8883  0.449
H14 2.3481 -0.6135 4.3243  0.408
Cl1 -2.7424 -2.2580 2.0556  -0.053
C17 -2.5547 -0.9104 3.1380  -0.589
Cl2 -1.1843 0.2345 2.8150  0.049
H15 -2.3327 -1.2917 4.1275  0.454
H16 -3.4375 -0.2862 3.1017  0.423
C18 3.9182 4.1307 0.3755  -1.805
C19 3.3069 2.8916 1.0235  1.672
C20 3.6210 2.8765 2.5182  -1.623
C21 3.8597 1.6314 0.3576  -1.256
N3 1.8538 3.0779 0.8345  -0.691
N4 1.0238 2.0445 1.4013  -0.110
H17 5.0041 4.0970 0.4612  0.430
H18 3.5553 5.0379 0.8573  0.415
H19 3.6667 4.1766 -0.6862  0.403
H20 4.6995 2.9400 2.6636  0.464
H21 3.3059 1.9483 3.0062  0.274
H22 3.1556 3.7244 3.0214  0.390
H23 4.9437 1.5924 0.4730  0.560
H24 3.6390 1.6303 -0.7106  0.279
H25 3.4505 0.7215 0.8024  0.012
H26 1.5875 3.1687 -0.1404  0.372
H27 0.2140 2.5332 1.7779  0.471
H28 1.5378 1.6611 2.1967  0.378
O2 0.2044 2.9383 -1.4782  -0.750
C22 -0.8875 2.5086 -1.1668  0.541
C23 -2.1979 3.0273 -1.7135  -0.620
C24 -3.2586 2.2614 -0.9430  -0.424
C25 -2.4765 1.2366 -0.1454  0.004
O3 -2.9623 0.3594 0.5249  -0.453
N5 -1.1059 1.4647 -0.2867  -0.068
H29 -2.2101 2.8077 -2.7826  0.266
H30 -2.2323 4.1095 -1.6055  0.426
H31 -3.9758 1.7405 -1.5738  0.290
H32 -3.8266 2.8754 -0.2437  0.368

Atomic forces in eV per Å
Ir 0.9 0.5 -0.1
C 0.0 0.0 0.0
C 0.4 0.0 0.2
N -1.4 0.2 0.1
N 0.2 0.1 0.0
C 0.0 0.1 0.1
S 0.3 0.0 -0.1
S 0.2 0.0 0.0
C -0.1 0.0 0.0
C 0.0 0.0 0.0
C 0.0 0.0 0.0
C 0.0 0.0 0.0
C 0.0 0.0 0.0
C 0.0 0.0 0.0
C 0.0 0.0 0.0
C 0.1 0.2 0.1
C 0.0 0.0 0.0
C 0.0 0.0 0.0
C 0.0 0.0 0.0
C 0.0 -0.1 0.0
C 0.0 -0.2 -0.1
O 0.0 -0.2 -0.2
H 0.0 0.0 0.0
H 0.0 0.0 0.0
H 0.0 0.0 0.0
H 0.0 -0.1 0.0
H 0.0 0.0 0.0
H 0.0 0.0 0.1
H 0.0 0.0 0.0
H 0.0 0.0 0.0
H 0.0 0.0 0.0
H 0.0 0.0 0.0
H 0.0 0.0 0.0
H 0.0 0.0 0.0
H 0.0 0.0 0.0
H 0.0 0.0 0.0
Cl 0.0 0.0 -0.1
C -0.1 0.1 0.2
Cl 0.2 0.0 -0.1
H -0.1 0.1 0.0
H 0.0 0.0 0.0
C 0.0 0.0 0.0
C 0.0 0.0 0.0
C 0.0 0.0 0.0
C 0.0 0.0 0.0
N 0.0 0.0 0.1
N -0.4 -0.1 -0.1
H 0.0 0.0 0.0
H 0.0 0.0 0.0
H 0.0 0.0 0.0
H 0.0 0.0 0.0
H 0.0 0.0 0.0
H 0.0 0.0 0.0
H 0.0 0.0 0.0
H 0.0 0.0 0.0
H 0.0 0.0 0.0
H 0.0 -0.1 -0.1
H 0.0 0.0 0.1
H 0.0 0.1 0.1
O 0.1 0.0 0.0
C 0.1 0.1 0.0
C 0.0 0.0 0.0
C 0.0 0.0 0.0
C -0.1 0.1 -0.1
O 0.0 -0.1 0.0
N -0.4 -0.7 0.1
H 0.0 0.0 0.0
H 0.0 0.0 0.0
H 0.0 0.0 0.0
H 0.0 0.0 0.0

---

Record 3
# C25H32Cl2N4O3S

C25H32Cl2N4O3S in the gas phase (ωB97M-V/def2-TZVPD, the Open Molecules 2025 dataset).

Summary:
**Frontier orbital gap**: 8.78 eV
**F_max**: 1.026 eV/Å
**Charge**: 0
**E_LUMO**: 0.016 Eh
**SMILES**: CCN1CCN(c2ccc(S(=O)(=O)N3CCCCC3)cc2NC(=O)Cc2c(Cl)cccc2Cl)CC1

Last column: Mulliken charge in e.
Atoms and positions in Å:
C1 0.5847 -2.0604 -6.5162  -1.037
H1 0.0485 -2.8312 -5.9678  0.290
H2 1.5423 -1.8853 -6.0316  0.271
H3 0.7734 -2.4251 -7.5222  0.418
C2 -0.2373 -0.7685 -6.5882  -0.723
N1 -0.5898 -0.1545 -5.3250  0.052
C3 0.5284 0.3312 -4.5455  -0.455
C4 -0.0088 1.2199 -3.4253  -1.002
N2 -0.9059 0.4330 -2.5877  0.667
C5 -1.1762 0.9679 -1.3142  0.241
C6 -2.4026 1.5141 -0.9516  -0.477
C7 -2.6016 2.0100 0.3254  -1.136
C8 -1.5638 1.9803 1.2336  -0.457
C9 -0.3387 1.4266 0.9150  -0.468
C10 -0.1468 0.8908 -0.3505  -0.392
N3 1.0067 0.1994 -0.7253  0.111
C11 2.1674 0.0428 -0.0313  0.177
O1 2.4381 0.6090 0.9992  -0.653
C12 3.1408 -0.9152 -0.7301  -0.729
C13 3.9398 -1.6543 0.3003  -0.019
C14 3.2875 -2.4702 1.2235  0.803
C15 3.9678 -3.1507 2.2175  -0.777
C16 5.3420 -3.0178 2.3067  -0.322
C17 6.0232 -2.2156 1.4105  -0.710
C18 5.3217 -1.5417 0.4226  0.412
Cl1 6.2120 -0.5492 -0.6752  -0.237
H4 7.0938 -2.1036 1.4754  0.418
H5 5.8832 -3.5390 3.0804  0.374
H6 3.4251 -3.7706 2.9132  0.422
Cl2 1.5710 -2.6337 1.1241  -0.196
H7 3.8052 -0.3243 -1.3629  0.390
H8 2.5937 -1.6258 -1.3527  0.363
H9 0.8730 -0.3236 -1.5831  0.139
H10 0.4529 1.4165 1.6462  0.946
S1 -1.8733 2.6031 2.8796  1.544
O2 -2.7945 3.7002 2.7970  -0.809
O3 -0.6225 2.8250 3.5497  -0.681
N4 -2.7228 1.2932 3.5053  0.103
C19 -1.8909 0.1660 3.8717  -0.804
C20 -1.2331 0.3417 5.2407  -0.522
C21 -2.2982 0.6353 6.2946  -0.791
C22 -3.1065 1.8608 5.8740  -0.412
C23 -3.7257 1.6219 4.4979  -0.996
H11 -4.2339 2.5172 4.1395  0.449
H12 -4.4402 0.7920 4.5370  0.407
H13 -3.8931 2.0729 6.6001  0.381
H14 -2.4471 2.7286 5.8091  0.287
H15 -1.8275 0.8086 7.2641  0.376
H16 -2.9667 -0.2253 6.3919  0.300
H17 -0.5359 1.1780 5.1816  0.287
H18 -0.6765 -0.5620 5.4955  0.413
H19 -1.1347 0.0548 3.0927  0.271
H20 -2.5288 -0.7260 3.8686  0.437
H21 -3.5405 2.4468 0.6227  0.489
H22 -3.2022 1.5632 -1.6737  0.495
C24 -2.0269 -0.0384 -3.3774  -0.917
C25 -1.4792 -0.9340 -4.4896  -1.042
H23 -2.3044 -1.3023 -5.1021  0.489
H24 -0.9707 -1.7976 -4.0259  0.299
H25 -2.6972 -0.6113 -2.7342  0.494
H26 -2.5833 0.7903 -3.8404  0.427
H27 0.8093 1.6192 -2.8245  0.501
H28 -0.5511 2.0643 -3.8775  0.331
H29 1.1840 0.9152 -5.1945  0.468
H30 1.1177 -0.4920 -4.1005  0.233
H31 -1.1732 -0.9686 -7.1178  0.396
H32 0.3186 -0.0215 -7.1624  0.394

Atomic forces in eV per Å
C -0.2 0.3 0.1
H 0.0 -0.1 0.0
H 0.1 -0.1 0.0
H 0.1 -0.1 -0.1
C 0.1 -0.2 -0.1
N 0.0 0.0 0.1
C -0.1 0.3 0.1
C 0.3 0.0 -0.2
N 0.0 -0.1 0.0
C 0.1 0.1 0.4
C 0.2 0.0 0.0
C -0.1 0.1 0.0
C -0.1 0.1 0.3
C 0.2 0.1 0.2
C -0.2 0.2 0.1
N -0.2 0.0 -0.3
C 0.1 -0.2 -0.5
O 0.1 0.1 0.2
C 0.1 0.1 0.3
C 0.0 0.0 0.0
C 0.4 0.0 0.1
C -0.1 0.0 0.0
C 0.0 0.1 -0.1
C 0.0 0.0 0.0
C -0.2 -0.2 0.2
Cl 0.2 0.2 -0.2
H 0.1 0.0 0.0
H 0.1 -0.1 0.1
H -0.1 0.0 0.0
Cl -0.3 -0.2 0.1
H -0.1 0.0 0.0
H 0.0 0.0 -0.1
H 0.1 -0.1 0.2
H 0.1 -0.1 0.0
S -0.3 -0.4 -0.3
O -0.2 -0.1 -0.1
O 0.1 -0.3 -0.2
N 0.3 0.8 -0.5
C 0.6 -0.3 0.1
C -0.2 -0.1 0.0
C 0.2 0.2 0.0
C -0.2 -0.3 0.0
C -0.3 0.6 0.3
H -0.2 -0.1 0.1
H 0.0 0.0 -0.1
H 0.0 0.1 0.0
H 0.0 0.1 0.1
H 0.0 -0.1 0.0
H 0.0 0.0 0.1
H 0.1 -0.1 0.1
H 0.0 0.0 0.0
H 0.0 -0.2 0.0
H 0.1 0.1 -0.1
H -0.2 0.0 -0.1
H -0.1 0.0 -0.1
C 0.0 -0.4 -0.1
C -0.2 0.2 0.1
H 0.0 0.0 0.0
H -0.1 0.0 0.0
H 0.0 0.0 0.0
H 0.0 0.0 0.1
H 0.0 0.0 0.0
H 0.1 0.0 0.1
H 0.0 0.0 0.0
H 0.0 0.1 0.0
H 0.1 0.1 -0.1
H -0.1 0.0 -0.1

---

Look up the charge of the second one.
+1